No. 1
The following is a DFT calculation (ωB97M-V with the def2-TZVPD basis set) of a structure of composition C21H29AgN6O4PS4Se.

Each line ends with the natural charge from an NBO analysis.
Atoms and positions in Å:
Ag: 1.65 -0.42 0.12  0.83
O: -2.35 3.64 1.73  -0.70
C: -1.79 4.16 0.62  0.36
C: -2.24 5.41 0.21  -0.29
C: -1.71 6.01 -0.92  -0.19
C: -0.72 5.37 -1.66  -0.30
C: -0.28 4.13 -1.25  -0.09
C: -0.79 3.50 -0.12  -0.24
C: -0.23 2.16 0.25  0.62
O: 0.70 1.69 -0.44  -0.77
N: -0.78 1.60 1.33  -0.57
N: -0.24 0.37 1.65  -0.34
C: -0.51 -0.07 2.80  -0.11
S: -1.54 0.78 3.97  0.24
C: -1.34 -0.46 5.28  -0.54
C: -1.14 -1.81 4.62  -0.54
S: 0.13 -1.62 3.34  0.28
H: -1.91 2.75 1.86  0.51
H: -3.01 5.90 0.79  0.21
H: -2.07 6.98 -1.23  0.20
H: -0.30 5.83 -2.55  0.20
H: 0.48 3.59 -1.80  0.23
H: -2.24 -0.44 5.89  0.22
H: -0.49 -0.21 5.90  0.21
H: -2.07 -2.17 4.17  0.22
H: -0.79 -2.56 5.34  0.23
C: -1.84 -0.31 -1.65  -0.65
C: -2.33 -1.71 -1.35  0.13
C: -2.30 -2.04 0.13  -0.64
O: -1.65 -2.75 -2.10  -0.87
P: -0.10 -2.81 -2.58  1.68
S: 0.30 -1.65 -4.09  -0.67
S: 1.11 -2.69 -0.98  -0.85
O: -0.07 -4.33 -3.10  -0.84
C: -0.69 -5.50 -2.54  0.13
C: -2.13 -5.61 -3.02  -0.63
C: -0.58 -5.65 -1.03  -0.64
H: -2.45 0.40 -1.08  0.21
H: -1.92 -0.08 -2.71  0.23
H: -0.80 -0.17 -1.35  0.23
H: -3.36 -1.80 -1.71  0.17
H: -1.28 -2.00 0.51  0.24
H: -2.71 -3.04 0.31  0.20
H: -2.90 -1.31 0.68  0.20
H: -0.12 -6.32 -2.99  0.17
H: -2.76 -4.87 -2.53  0.22
H: -2.52 -6.61 -2.80  0.19
H: -2.18 -5.45 -4.10  0.22
H: -1.12 -4.87 -0.51  0.22
H: 0.46 -5.60 -0.71  0.23
H: -0.99 -6.62 -0.74  0.19
N: 3.75 -1.74 0.68  -1.10
H: 4.14 -1.80 1.61  0.36
H: 4.37 -1.20 0.10  0.38
H: 3.63 -2.67 0.28  0.39
Se: 2.12 2.42 2.69  1.03
N: 2.59 3.88 1.81  -0.61
C: 3.27 3.49 0.75  0.06
C: 3.76 4.34 -0.29  -0.14
C: 4.38 3.74 -1.33  -0.26
C: 4.56 2.32 -1.35  0.09
N: 4.14 1.50 -0.43  -0.41
C: 3.46 2.07 0.61  0.27
N: 2.92 1.32 1.55  -0.65
H: 3.59 5.41 -0.22  0.23
H: 4.75 4.31 -2.17  0.22
H: 5.09 1.88 -2.19  0.19

Highest occupied orbital energy, eV: -4.37
ΔE to the lowest compared entry with this formula, charge and spin, kJ/mol: 41.97
E_LUMO, eV: 1.19
Gap between HOMO and LUMO, eV: 5.55
Maximum force, eV Å⁻¹: 0.59
Charge: -1


No. 2
The following is a DFT calculation (ωB97M-V with the def2-TZVPD basis set) of a structure of composition C21H29Cl2O4Tc at a distorted geometry.

Each line ends with the Löwdin spin population.
Atoms and positions in Å:
O: 4.39 -0.85 -0.34  0.00
C: 4.90 -1.84 0.61  0.00
C: 6.37 -1.56 0.28  0.00
H: 4.57 -2.85 0.32  0.00
H: 4.61 -1.59 1.64  0.00
C: 5.76 -0.57 -0.75  0.00
H: 6.90 -2.40 -0.18  0.00
H: 6.93 -1.07 1.10  0.00
C: 6.04 -1.00 -2.18  0.00
H: 5.83 -2.07 -2.31  0.00
H: 7.11 -0.84 -2.40  0.00
H: 5.45 -0.40 -2.88  0.00
C: 6.14 0.88 -0.49  0.00
H: 5.94 1.15 0.55  0.00
H: 5.57 1.53 -1.17  0.00
H: 7.21 1.02 -0.69  0.00
Tc: -3.24 1.11 -0.21  2.09
C: -3.90 2.69 0.99  0.04
C: -4.23 1.79 2.06  0.13
C: -3.02 1.35 2.67  0.17
H: -5.23 1.58 2.43  0.00
C: -1.92 1.87 1.94  0.14
C: -2.44 2.74 0.90  0.03
H: -1.86 3.50 0.38  0.00
H: -4.58 3.40 0.52  0.00
H: -2.97 0.79 3.59  0.01
H: -0.87 1.76 2.18  0.01
C: -4.60 1.68 -1.82  0.02
C: -3.49 2.59 -1.70  0.02
C: -2.28 1.87 -1.95  0.00
H: -3.58 3.66 -1.52  0.00
C: -2.64 0.51 -2.29  0.07
C: -4.06 0.40 -2.19  0.04
H: -4.66 -0.49 -2.41  0.00
H: -5.65 1.91 -1.74  0.00
H: -1.27 2.27 -1.97  0.00
H: -1.96 -0.26 -2.64  0.01
O: -0.72 -0.31 0.05  0.05
C: 0.51 0.37 -0.26  0.00
C: 1.61 -0.28 0.56  0.00
H: 0.38 1.44 -0.01  0.00
H: 0.69 0.31 -1.34  0.00
C: 1.05 -1.67 0.84  0.00
H: 1.72 0.26 1.49  0.00
H: 2.57 -0.27 0.05  0.00
C: -0.43 -1.41 0.94  0.00
H: 1.49 -2.18 1.70  0.00
H: 1.23 -2.31 -0.03  0.00
H: -0.72 -1.12 1.96  0.00
H: -1.08 -2.23 0.64  0.00
Cl: -5.46 -3.19 -0.82  0.00
C: -4.96 -2.71 0.82  0.00
Cl: -3.56 -3.60 1.45  0.00
C: -4.68 -1.20 0.74  0.01
O: -5.62 -0.43 0.96  0.05
O: -3.46 -0.88 0.41  0.10
H: -5.80 -2.85 1.50  0.00

Highest occupied orbital energy (alpha / beta), eV: -11.27 / -11.71
⟨S²⟩: 3.777
ΔE to the lowest compared entry with this formula, charge and spin, kJ/mol: 0.00
E_LUMO (alpha / beta), eV: -4.08 / -5.44
Gap between HOMO and LUMO (alpha / beta), eV: 7.19 / 6.26
Maximum force, eV Å⁻¹: 3.12
2S+1: 4
Charge: +1


No. 3
The following is a DFT calculation (ωB97M-V with the def2-TZVPD basis set) of a structure of composition C21H29InN3Si at a distorted geometry.

Each line ends with the Löwdin charge.
Atoms and positions in Å:
In: -0.64 0.92 0.09  1.07
C: 2.06 2.67 0.55  -0.04
N: 1.62 1.49 -0.23  -0.27
C: 1.91 1.71 -1.67  -0.07
C: 2.17 0.25 0.30  -0.22
C: 3.25 -0.38 -0.27  -0.01
C: 3.70 -1.59 0.23  -0.07
C: 3.01 -2.19 1.27  -0.06
C: 1.92 -1.57 1.85  -0.01
C: 1.49 -0.31 1.40  -0.23
N: 0.39 0.43 1.84  -0.04
C: -0.45 0.19 2.92  -0.23
C: -0.18 -0.57 4.06  -0.01
C: -1.15 -0.75 5.04  -0.06
C: -2.41 -0.18 4.91  -0.07
C: -2.67 0.63 3.82  -0.02
C: -1.70 0.84 2.86  -0.21
N: -1.90 1.78 1.75  -0.28
C: -3.32 2.01 1.38  -0.06
C: -1.25 3.08 2.05  -0.04
H: 3.12 2.85 0.37  0.11
H: 1.90 2.48 1.61  0.09
H: 1.50 3.55 0.24  0.09
H: 2.96 1.96 -1.83  0.10
H: 1.30 2.54 -2.03  0.10
H: 1.65 0.81 -2.23  0.08
H: 3.76 0.07 -1.12  0.11
H: 4.57 -2.07 -0.21  0.11
H: 3.33 -3.16 1.64  0.11
H: 1.36 -2.08 2.62  0.10
H: 0.81 -0.98 4.21  0.11
H: -0.91 -1.33 5.91  0.11
H: -3.17 -0.35 5.66  0.11
H: -3.64 1.12 3.75  0.11
H: -3.83 2.62 2.13  0.10
H: -3.83 1.05 1.29  0.11
H: -3.36 2.53 0.42  0.10
H: -1.78 3.58 2.87  0.11
H: -1.28 3.72 1.17  0.10
H: -0.22 2.90 2.35  0.08
C: -1.97 -1.41 -5.33  -0.18
Si: -0.71 -1.93 -4.08  0.42
C: 1.03 -1.61 -4.64  -0.18
C: -0.97 -3.68 -3.52  -0.18
C: -0.90 -0.85 -2.56  -0.16
C: -0.93 -0.13 -1.58  -0.20
H: -1.86 -2.01 -6.23  0.04
H: -1.85 -0.36 -5.60  0.04
H: -2.98 -1.55 -4.95  0.04
H: 1.27 -2.18 -5.54  0.04
H: 1.74 -1.88 -3.87  0.03
H: 1.16 -0.55 -4.87  0.03
H: -0.88 -4.37 -4.37  0.04
H: -1.98 -3.80 -3.11  0.04
H: -0.25 -3.97 -2.76  0.04

Highest occupied orbital energy, eV: -10.39
E_LUMO, eV: -3.66
Gap between HOMO and LUMO, eV: 6.74
Maximum force, eV Å⁻¹: 1.16
Charge: +1


No. 4
The following is a DFT calculation (ωB97M-V with the def2-TZVPD basis set) of a structure of composition C21H29N3O2 at a distorted geometry.

Each line ends with the natural charge from an NBO analysis.
Atoms and positions in Å:
C: -4.58 -2.30 1.38  -0.62
C: -3.11 -2.86 0.90  -0.09
H: -2.45 -2.79 1.75  0.21
H: -3.30 -3.88 0.45  0.18
O: -2.61 -2.25 -0.26  -0.54
C: -2.00 -1.08 0.34  0.84
O: -1.99 -0.77 1.61  -0.62
C: -1.26 -0.28 -0.99  -0.11
C: -0.62 -1.31 -1.88  -0.37
C: 0.63 -2.07 -1.07  -0.20
N: 1.54 -0.91 -0.54  -0.49
C: 0.89 -0.03 0.22  -0.24
C: -0.15 0.47 -0.42  -0.42
H: -0.60 1.37 0.49  0.22
H: 0.19 1.26 -1.25  0.22
H: 1.70 0.54 0.76  0.25
H: 0.66 -0.82 1.26  0.18
C: 2.41 -0.59 -1.51  -0.19
C: 3.74 0.23 -1.04  -0.14
C: 4.58 -0.40 -0.07  -0.02
N: 5.43 0.52 0.06  -0.20
N: 5.01 1.79 -0.21  -0.28
C: 4.01 1.59 -0.99  -0.06
H: 3.47 2.33 -1.40  0.20
C: 6.62 0.59 0.77  -0.17
C: 6.30 0.44 2.48  -0.63
H: 7.10 0.16 3.12  0.21
H: 5.60 -0.27 2.67  0.19
H: 5.60 1.29 2.84  0.21
H: 7.20 -0.54 0.84  0.19
H: 7.27 1.39 0.75  0.23
H: 4.70 -1.49 0.02  0.23
H: 1.96 0.24 -2.21  0.13
H: 2.76 -1.49 -2.25  0.21
H: 1.04 -2.81 -1.72  0.21
H: 0.24 -2.37 -0.16  0.19
H: -1.27 -2.07 -2.28  0.22
H: -0.19 -0.80 -2.41  0.15
C: -2.33 0.51 -1.66  -0.41
C: -3.28 1.49 -0.72  -0.03
C: -4.30 0.83 -0.17  -0.24
C: -5.29 1.77 0.74  -0.07
C: -4.82 2.93 0.87  -0.25
C: -3.57 3.30 0.37  -0.15
C: -2.85 2.71 -0.56  -0.22
H: -1.66 2.97 -0.89  0.23
H: -3.10 4.33 0.64  0.20
H: -5.19 3.44 1.53  0.19
H: -6.07 1.42 0.77  0.15
H: -4.86 -0.01 -0.56  0.22
H: -2.92 -0.21 -2.23  0.22
H: -1.78 1.11 -2.49  0.21
H: -5.10 -2.21 0.33  0.20
H: -4.45 -1.38 1.80  0.21
H: -4.95 -3.01 2.17  0.22

Highest occupied orbital energy, eV: -7.74
ΔE to the lowest compared entry with this formula, charge and spin, kJ/mol: 1963.41
E_LUMO, eV: 0.77
Gap between HOMO and LUMO, eV: 8.52
Maximum force, eV Å⁻¹: 17.29


Q: Number 3 is which compound?
A: C21H29InN3Si


Q: maximum force of number 4 (C21H29N3O2)?
A: 17.29 eV Å⁻¹


Q: Which of these has the highest maximum force?
A: C21H29N3O2


Q: Among the records above, which one has the lowest maximum force?
A: C21H29AgN6O4PS4Se